C3H12N2O | ωB97M-V/def2-TZVPD

Cartesian coordinates (Å):
N  -0.4658  -1.7808  -2.1712
C  -0.0322  0.3669  -0.9714
C  -1.2170  0.8907  -0.2010
C  0.9424  -0.4458  -0.1005
N  1.6141  0.1890  1.0188
H  -0.1849  -2.2211  -2.9758
H  0.5148  1.1085  -1.5759
H  -0.3604  -0.4471  -1.6633
H  -1.6307  0.1022  0.4393
H  -2.0435  1.2680  -0.8454
H  -0.9306  1.6952  0.5297
H  0.3630  -1.3075  0.2626
H  1.6604  -0.9412  -0.7810
H  2.2360  0.8977  0.7190
H  0.8968  0.5811  1.7499
H  -1.3253  -2.1998  -1.9070
H  -0.6520  0.7698  3.2709
O  -0.5926  0.8707  2.3102

Cartesian forces, eV/Å:
0.53 0.86 3.88
1.12 5.17 4.42
-0.71 -0.46 -1.31
0.72 -2.85 0.04
-2.40 0.42 -0.56
1.05 0.15 -3.26
-0.56 -0.18 -0.31
-0.98 -4.60 -3.12
0.21 0.23 -0.07
0.72 0.10 0.20
0.09 -0.36 -0.18
0.11 0.44 0.23
-0.05 0.52 0.28
1.03 0.77 -0.24
0.13 -0.52 -0.62
-1.41 0.50 0.45
0.07 0.56 -0.11
0.32 -0.76 0.29

## Properties
Orbital gap, eV: 4.25
Energy above the lowest of the compared OMol25 structures with the same formula, charge and spin, kJ/mol: 799.3
LUMO level, eV: -4.1

***

C3H12N2O | ωB97M-V/def2-TZVPD

Cartesian coordinates (Å):
N  -0.1630  -1.9408  2.9369
C  -0.5083  -2.3602  1.5499
C  0.4302  -1.7094  0.4901
C  -0.4245  -0.9290  -0.5251
N  0.3951  -0.1558  -1.4412
H  0.3533  -2.6903  3.3765
H  -1.0509  -1.8806  3.4221
H  -0.3572  -3.4364  1.4734
H  -1.5241  -2.0721  1.2959
H  1.0328  -2.4476  0.0254
H  0.9478  -0.8781  0.9595
H  -1.1391  -1.5320  -1.0960
H  -1.0364  -0.2419  0.0680
H  1.3740  -0.3883  -1.3955
H  0.2569  0.8366  -1.5053
H  1.1160  5.7368  -2.3832
H  -0.0364  6.7481  -2.6379
O  0.2285  5.8298  -2.7357

Cartesian forces, eV/Å:
-0.79 0.00 -0.63
1.61 0.10 -0.12
-2.30 1.23 0.46
-0.01 0.45 -0.04
0.31 -0.40 -0.60
0.07 0.06 0.14
0.21 0.06 0.37
-0.58 -0.18 -0.16
-0.20 -0.21 0.25
0.93 -0.43 -0.45
0.78 -0.47 0.31
0.15 -0.34 0.14
-0.06 0.00 0.03
0.00 0.13 0.03
-0.12 0.02 0.28
0.03 0.23 0.06
0.21 0.02 0.09
-0.24 -0.24 -0.15

## Properties
Orbital gap, eV: 9.65
Structure (SMILES): NCCCN.O
Energy above the lowest of the compared OMol25 structures with the same formula, charge and spin, kJ/mol: 70.9
LUMO level, eV: 1.0

***

C3H12N2O2 | ωB97M-V/def2-TZVPD

Cartesian coordinates (Å):
C  0.1871  0.8486  1.4861
C  1.2527  0.4332  0.4639
N  1.1397  1.1989  -0.7571
C  1.0884  0.6730  -2.0221
N  1.2725  -0.5457  -2.3358
H  0.4643  0.4838  2.4749
H  0.2565  1.9460  1.4594
H  -0.8303  0.5727  1.2288
H  1.2085  -0.6321  0.2874
H  2.2471  0.5607  0.9059
H  1.6915  2.0402  -0.7091
H  1.0691  1.4735  -2.7667
H  1.1501  -0.6389  -3.3458
H  -0.4772  -2.8461  0.0384
H  -1.6292  -2.0560  -0.3699
O  -0.9984  -2.0896  0.3910
H  -2.5347  -1.0837  1.2104
H  -3.3305  0.1464  0.8182
O  -3.2273  -0.4847  1.5424

Cartesian forces, eV/Å:
0.87 0.83 -0.51
-0.16 -0.93 0.65
0.07 -0.04 0.11
1.34 0.10 -0.19
-0.61 0.02 -0.01
-0.22 -0.02 0.05
-0.32 -0.05 0.53
0.12 -0.25 -0.07
-0.31 -0.19 -0.50
0.03 0.33 -0.01
-0.38 0.32 -0.22
-0.40 0.00 -0.06
0.05 -0.10 0.20
0.15 0.18 0.57
-0.01 0.40 0.24
-0.15 -0.55 -0.92
-0.09 -0.06 0.22
-0.03 -0.09 0.01
0.05 0.11 -0.12

## Properties
<S²>: 0.75
Orbital gap (alpha / beta), eV: 2.78 / 9.51
Total charge: -1
Spin multiplicity: 2
Energy above the lowest of the compared OMol25 structures with the same formula, charge and spin, kJ/mol: 47.1
LUMO level (alpha / beta), eV: 3.7 / 3.6

***

C3H12N2O2 | ωB97M-V/def2-TZVPD

Cartesian coordinates (Å):
C  -0.1626  -1.4814  0.6418
C  -0.9462  -2.2574  -0.3830
O  -1.6937  -1.3716  -1.2468
N  1.2751  -1.4191  0.3007
C  2.1468  -0.4422  0.8910
N  2.7477  0.6039  0.0906
H  -0.1666  -1.9751  1.6102
H  -0.5633  -0.4718  0.8174
H  -0.4627  -2.9411  -1.0657
H  -1.6314  -2.9978  0.0871
H  -2.1164  -0.6222  -0.8430
H  1.4611  -1.5639  -0.6806
H  2.9893  -1.0045  1.3597
H  1.7824  -0.1412  1.8948
H  2.2806  0.6875  -0.8105
H  3.7001  0.3926  -0.1871
H  -3.5752  5.9170  -1.6064
H  -3.8092  5.6100  -0.0455
O  -3.2559  5.4782  -0.8248

Cartesian forces, eV/Å:
1.95 -0.04 0.44
-2.38 0.30 0.03
0.58 -1.06 -0.97
-0.50 0.16 -0.72
1.65 -1.53 2.27
-0.36 0.28 -0.95
-0.48 -0.19 0.17
-0.27 -0.18 -0.32
1.12 0.39 -0.16
-0.04 0.79 0.26
0.00 0.11 0.87
-0.08 0.08 -0.02
0.18 0.09 -0.77
-0.97 0.76 -0.91
-0.37 0.25 0.35
-0.04 -0.22 0.44
-0.61 0.38 0.07
-0.16 0.31 -0.67
0.77 -0.69 0.60

## Properties
Orbital gap, eV: 9.19
Structure (SMILES): NCNCCO.O
Energy above the lowest of the compared OMol25 structures with the same formula, charge and spin, kJ/mol: 227.0
LUMO level, eV: 0.9

***

C3H12N2O2 | ωB97M-V/def2-TZVPD

Cartesian coordinates (Å):
C  -1.2798  1.7883  -0.4652
C  0.0819  1.5882  0.2628
O  0.0032  0.7690  1.3957
N  -1.4100  0.5465  -1.1723
C  0.5023  -2.0270  -1.0411
N  -0.5692  -1.9829  -0.0667
H  -1.9150  1.7892  0.4552
H  -1.4186  2.6670  -1.0983
H  0.3385  2.6249  0.6237
H  0.8814  1.1429  -0.3836
H  0.9431  0.3285  1.4762
H  -1.8931  0.8634  -2.0384
H  0.9920  -1.0339  -1.0744
H  0.1098  -2.1068  -2.0484
H  1.1416  -2.8913  -0.9594
H  -0.9315  -1.0267  -0.2179
H  2.9328  -0.3091  1.4992
H  -0.1040  -1.9187  0.8362
O  2.1132  -0.3820  0.9992

Cartesian forces, eV/Å:
-1.42 -2.51 -0.45
3.03 -0.94 2.29
-1.75 1.77 -1.61
-1.39 2.99 0.70
-0.13 0.67 -1.04
0.40 1.42 0.00
0.15 0.09 -0.54
0.14 0.09 0.39
-0.19 -0.47 -0.75
-0.61 0.82 0.25
1.43 -1.22 -0.67
0.81 -0.74 -0.15
0.77 -0.95 0.34
-0.61 -0.15 -0.41
0.51 0.09 0.52
-0.29 -1.14 0.48
-0.07 0.02 -0.08
-0.20 -0.29 0.33
-0.57 0.45 0.42

## Properties
Orbital gap, eV: 4.11
Energy above the lowest of the compared OMol25 structures with the same formula, charge and spin, kJ/mol: 809.8
LUMO level, eV: -4.3

***

C3H12N2O2 | ωB97M-V/def2-TZVPD

Cartesian coordinates (Å):
C  0.3165  -0.2590  2.1747
C  0.3277  -0.9770  0.8695
N  1.4928  -0.5060  0.0913
C  1.7522  -0.6203  -1.2965
N  1.2723  0.0121  -2.3403
H  0.2986  0.8755  2.0137
H  -0.5297  -0.6024  2.6932
H  1.2175  -0.5162  2.7857
H  -0.6182  -0.7915  0.3398
H  0.4289  -2.0636  1.0711
H  2.3859  -0.5838  0.5090
H  2.6630  -1.2136  -1.4838
H  1.9271  -0.1839  -3.0529
H  -1.1162  0.4312  -1.8958
H  -1.8612  1.6445  -2.6474
O  -1.5668  1.2650  -1.7553
H  -3.4737  1.5894  1.0055
H  -2.2303  1.3453  0.0406
O  -2.6863  1.1545  0.8776

Cartesian forces, eV/Å:
1.50 1.77 0.11
0.76 -0.23 -0.70
-1.25 0.12 -2.35
0.44 1.11 -1.13
-0.74 -0.93 3.62
-0.16 -1.66 0.34
-1.21 -0.05 1.01
-0.58 0.24 -0.47
0.48 -0.03 -0.07
-0.25 0.35 -0.29
0.46 -0.50 1.06
0.00 0.17 0.24
0.43 -0.46 -1.34
0.42 -0.02 -0.56
0.87 -1.17 2.00
-1.15 1.31 -1.42
-2.52 1.73 -0.17
-0.78 0.33 -0.02
3.27 -2.08 0.14

## Properties
Orbital gap, eV: 9.91
Structure (SMILES): [H]/N=C/NCC.O.O
Energy above the lowest of the compared OMol25 structures with the same formula, charge and spin, kJ/mol: 186.5
LUMO level, eV: 0.9

***

C3H12N2O2 | ωB97M-V/def2-TZVPD

Cartesian coordinates (Å):
C  1.9759  -0.0146  1.0830
C  1.5318  -1.0090  0.0011
N  0.1019  -1.2631  0.0874
C  -0.7051  -1.2507  -0.9813
N  -1.9903  -1.1615  -0.9831
H  1.3090  0.8433  1.0412
H  2.9928  0.2818  0.8229
H  1.9984  -0.3944  2.1027
H  1.7110  -0.5675  -0.9751
H  2.1043  -1.9297  0.1069
H  -0.3788  -1.1994  0.9749
H  -0.1453  -1.2520  -1.9212
H  -2.2783  -1.1935  -1.9503
H  -1.9010  0.3739  0.1381
H  -2.8627  0.9434  1.1414
O  -1.9369  1.0263  0.8670
H  -0.6328  2.2931  0.1868
H  -0.7752  2.9504  -1.1434
O  -0.1188  2.5232  -0.5991

Cartesian forces, eV/Å:
0.09 -0.01 -0.69
-0.22 0.21 0.88
-0.59 -0.22 0.32
0.19 0.29 -0.97
0.58 -0.20 0.43
0.17 0.21 0.05
-0.02 0.24 0.18
-0.17 -0.31 -0.08
0.18 -0.04 -0.08
0.00 -0.15 -0.18
0.28 0.05 0.11
0.06 -0.16 0.01
-0.34 0.08 -0.08
-0.11 0.02 -0.01
0.36 0.19 0.09
-0.52 -0.18 0.14
-0.07 -0.23 0.07
-0.18 0.22 -0.40
0.33 -0.02 0.21

## Properties
Orbital gap, eV: 10.06
Structure (SMILES): [H]/N=C/NCC.O.O
Energy above the lowest of the compared OMol25 structures with the same formula, charge and spin, kJ/mol: 59.5
LUMO level, eV: 0.9